Molecular formula: C16H36N4O20
Method: DFT, ωB97M-V with the def2-TZVPD basis set

Structure (XYZ):
```
76
Properties=species:S:1:pos:R:3:forces:R:3:lowdin_charge:R:1
C 33.63275 -21.48578 23.09767 0.405 -0.955 0.542 -0.0566
O 32.31984 -21.25456 22.64256 -1.468 -0.348 -0.225 -0.0114
C 31.33235 -21.14625 23.55481 1.453 1.274 2.888 -0.5278
O 31.52253 -21.15782 24.79079 -0.953 -0.301 -3.408 0.0847
O 30.21020 -20.83558 22.90488 1.639 -1.485 -1.295 -0.0005
C 29.13171 -20.26228 23.53096 -1.314 0.986 1.309 -0.0861
H 34.23533 -21.77193 22.23563 -0.029 0.944 -0.217 0.0949
H 33.71399 -22.40465 23.67833 -0.434 0.131 0.566 0.0924
H 33.96669 -20.63832 23.69635 0.312 -0.099 -0.291 0.1053
H 29.44253 -19.86773 24.49834 -0.166 0.287 -0.075 0.1043
H 28.28684 -20.92764 23.70867 0.249 -0.565 -0.047 0.0953
H 28.73850 -19.48943 22.87052 0.308 0.112 0.305 0.0524
C 24.40752 -13.44108 25.74307 -1.187 0.131 0.400 -0.0691
O 25.34651 -13.72705 26.73196 2.620 0.280 3.021 -0.0680
C 25.62816 -12.70979 27.65342 -2.429 3.250 -1.100 -0.4912
O 25.02709 -11.59161 27.66046 1.975 -3.962 -0.236 0.0595
O 26.59114 -13.03256 28.49846 0.628 -1.120 -1.253 0.0063
C 27.04849 -12.08552 29.46589 -1.519 0.496 1.326 -0.0297
H 24.23210 -14.28803 25.07974 1.142 -0.050 -0.286 0.0847
H 24.75840 -12.51903 25.27960 -1.028 0.007 -0.403 0.1075
H 23.45231 -13.48781 26.26604 -0.439 1.365 -0.273 0.0985
H 26.36622 -12.24144 30.30153 -0.107 0.381 0.205 0.0971
H 26.94051 -11.04385 29.16362 0.088 -0.245 -0.379 0.0904
H 28.02362 -12.27303 29.91540 0.191 -0.545 -1.065 0.0991
C 23.25142 -16.69040 28.00212 -0.384 2.072 0.943 -0.0556
O 24.10982 -17.68812 27.52494 -0.568 -0.478 -1.100 0.0064
C 23.59461 -18.61522 26.69491 -1.651 -1.718 0.375 -0.5702
O 22.41488 -18.98328 26.62631 2.493 1.035 -0.041 0.0788
O 24.64252 -19.16465 26.08010 0.066 -0.013 -0.307 -0.0228
C 24.60494 -20.43230 25.38800 -0.280 -0.349 0.747 -0.0120
H 23.33522 -15.75254 27.45304 0.394 -0.158 -0.712 0.0747
H 23.63748 -16.38508 28.97467 -0.215 -0.459 0.222 0.0999
H 22.17214 -16.83756 28.04199 0.235 -1.042 0.031 0.1019
H 23.61671 -20.89160 25.36455 -0.241 0.560 -0.282 0.0885
H 25.18205 -21.14164 25.98120 0.325 0.219 0.023 0.0953
H 25.06871 -20.34119 24.40580 -0.247 0.304 0.126 0.0901
C 27.65808 -9.97533 25.94396 -0.518 0.835 1.168 -0.0659
O 27.37964 -10.69237 24.79417 0.544 -2.387 -1.850 -0.0167
C 27.78320 -11.98523 24.54616 2.352 0.198 1.975 -0.5329
O 28.42282 -12.74456 25.28967 -1.771 1.855 -1.300 0.0946
O 27.45861 -12.20444 23.30261 -0.231 1.023 -1.064 0.0147
C 27.89861 -13.31391 22.54864 -0.897 -1.780 0.462 -0.0312
H 26.89037 -9.20863 25.83948 -0.256 -0.076 1.060 0.1049
H 28.56752 -9.37711 26.00014 0.637 -0.612 -0.686 0.0952
H 27.61014 -10.60478 26.83255 -0.323 0.232 0.058 0.0789
H 28.35980 -13.11622 21.58099 0.136 0.901 0.361 0.1054
H 26.95911 -13.82276 22.33299 0.158 -0.426 -0.227 0.0977
H 28.51520 -13.99507 23.13511 -0.072 0.192 0.016 0.0530
C 29.09909 -17.97399 20.75554 -0.198 0.736 -0.904 0.0439
N 30.52462 -17.55918 21.16491 0.686 0.214 -1.018 -0.3848
O 30.83186 -17.64986 22.33483 -0.447 -0.136 -0.431 0.0637
O 31.29084 -17.11595 20.28607 -1.704 -0.867 1.199 0.0384
H 28.37425 -17.59758 21.47735 0.465 -0.114 0.287 0.0699
H 28.92350 -19.02721 20.53645 0.848 -0.204 0.721 0.0957
H 28.87437 -17.52401 19.78852 0.413 0.414 0.135 0.0866
C 21.19017 -18.65327 23.77969 1.488 -0.775 -1.186 0.0708
N 22.48652 -17.85569 23.47279 -0.762 0.575 1.128 -0.4222
O 23.05762 -17.96398 22.41864 -0.459 -0.897 -0.564 0.0704
O 22.85787 -17.08159 24.32720 0.053 0.313 0.739 0.0400
H 20.66561 -18.58081 22.82696 -0.508 0.150 0.476 0.0949
H 20.70644 -18.44330 24.73363 0.255 0.793 -0.452 0.0911
H 21.53864 -19.68299 23.85928 0.075 -0.027 -0.089 0.0865
C 26.40165 -16.20445 25.30680 0.510 -0.252 0.041 0.0736
N 27.26067 -17.09943 24.46577 1.065 5.608 -1.230 -0.4227
O 28.12392 -16.50139 23.78936 -0.303 -0.635 0.793 0.0155
O 26.98837 -18.20751 24.33371 -0.932 -5.043 -0.118 0.1222
H 25.41017 -16.65720 25.31696 0.106 0.240 0.027 0.0797
H 26.49555 -15.24015 24.80740 -0.282 -0.095 0.452 0.0847
H 26.84520 -16.19473 26.30242 -0.150 0.163 -0.062 0.1200
C 30.99335 -14.29670 24.10250 0.335 -0.154 -0.641 0.0477
N 32.52127 -14.25422 23.83911 -2.177 -2.441 3.537 -0.4251
O 32.87961 -13.28702 23.26689 1.625 1.107 -1.311 0.0853
O 33.18477 -15.10122 24.47364 -0.547 1.509 -1.720 0.0345
H 30.53867 -13.63671 23.36373 0.278 0.035 0.257 0.0689
H 30.83557 -13.92425 25.11466 0.153 -0.010 -0.171 0.0943
H 30.56252 -15.29222 23.99559 0.492 -0.103 0.095 0.0718
```
Positions in Å, forces in eV/Å.

The calculation puts the total energy at -2354.5989 Eh. The value obtained for the HOMO energy is -0.386 Eh. Its SMILES is C[N+](=O)[O-].C[N+](=O)[O-].C[N+](=O)[O-].C[N+](=O)[O-].COC(=O)OC.COC(=O)OC.COC(=O)OC.COC(=O)OC. Its spin multiplicity is 1. The value obtained for the energy above the lowest of the compared OMol25 structures with the same formula, charge and spin is 52.4 kcal/mol.

---

Molecular formula: C15H26FO9STl
Method: DFT, ωB97M-V with the def2-TZVPD basis set

Structure (XYZ):
```
53
Properties=species:S:1:pos:R:3:forces:R:3:nbo_charge:R:1
Tl 0.99220 0.08620 23.40338 -0.444 1.435 -0.050 1.4054
F 0.04293 2.78078 23.75289 0.693 -1.754 -0.265 -0.3251
O -0.69896 -2.30439 23.66742 0.979 0.695 -0.447 -0.5805
C -1.34945 -3.29853 23.79955 -2.437 0.578 2.492 0.8343
O -2.34076 -3.37774 24.86056 2.639 0.825 -3.073 -0.4652
C -2.79444 -4.73884 24.84715 -0.226 0.880 -0.225 -0.0792
C -2.61178 -5.15119 23.37044 -0.435 -2.259 0.360 -0.4426
C -1.29363 -4.58861 22.97646 0.873 1.892 1.461 -0.4975
H -3.81131 -4.73793 25.23967 -0.007 -0.143 -0.309 0.2330
H -2.13694 -5.15400 25.61098 -0.096 -1.191 -0.458 0.2019
H -3.36197 -4.81627 22.65411 -0.387 0.202 0.577 0.2376
H -2.59354 -6.24028 23.32988 -0.124 -0.101 -0.207 0.2504
H -0.99899 -4.35623 21.95308 -0.416 -0.221 0.062 0.2534
H -0.44085 -5.03332 23.48941 0.134 -0.740 -0.184 0.2526
O -0.50621 -1.03681 21.09260 -1.360 -1.447 -3.116 -0.6131
C -1.10594 -1.41832 20.03138 0.169 0.648 1.998 0.8351
O -1.96712 -0.65427 19.34557 0.972 -1.374 0.828 -0.4325
C -2.22682 -1.26622 18.02647 0.980 1.186 -0.871 -0.0774
C -1.30484 -2.46154 17.88318 -0.021 0.740 -0.458 -0.4400
C -1.01131 -2.82586 19.33730 0.514 -0.436 -0.782 -0.5274
H -1.85150 -0.48027 17.37111 -0.650 -0.010 -0.266 0.2169
H -3.26489 -1.50570 17.79590 -0.075 0.346 0.828 0.2222
H -0.39763 -2.17775 17.34975 0.140 0.170 0.267 0.2250
H -1.80241 -3.12661 17.17734 0.074 -0.781 0.723 0.2560
H -0.06185 -3.35735 19.40168 0.248 0.586 0.416 0.2555
H -1.72654 -3.59452 19.63005 -0.475 0.596 0.785 0.2579
O 3.08404 1.96187 22.69066 -0.642 -0.786 -0.620 -0.4462
C 3.85600 2.90355 22.75329 -0.074 -0.731 0.754 0.8236
O 4.39964 3.30139 23.85488 -0.297 -0.542 0.384 -0.4077
C 4.93650 4.60702 23.66446 1.131 2.016 0.869 -0.0938
C 5.18155 4.82323 22.17970 -0.785 -0.269 -0.691 -0.4293
C 4.20847 3.75323 21.60155 0.274 0.552 -1.362 -0.5012
H 5.82126 4.69180 24.29542 0.057 -0.202 -0.213 0.2336
H 4.21989 5.31503 24.08075 -0.181 -0.077 -0.139 0.2147
H 6.21799 4.79293 21.84356 -0.065 -0.762 0.228 0.2547
H 4.82595 5.76394 21.75932 -0.100 0.259 0.610 0.2598
H 4.55709 3.19315 20.73387 0.118 -0.156 0.204 0.2844
H 3.24736 4.16494 21.29355 -0.030 0.325 -0.083 0.2722
O 6.32554 -0.02595 23.97305 -3.700 -1.517 2.104 -0.8178
S 5.13860 -0.60454 24.66959 1.692 -0.424 0.667 2.2550
O 3.80623 -0.63124 24.02818 0.981 0.432 0.073 -0.9921
O 5.52218 -2.17100 25.07464 2.068 4.474 -2.325 -0.6468
C 4.48122 -2.92172 25.46624 -1.894 -3.671 1.793 -0.0975
C 4.87244 -3.60070 26.78523 -0.046 0.237 0.533 -0.6297
C 4.86211 -0.01243 26.45195 1.068 1.128 -1.741 -0.8195
H 4.39234 -3.78879 24.81173 -0.272 0.261 -0.671 0.1962
H 3.52644 -2.39594 25.47264 0.050 -0.033 0.233 0.1776
H 4.21417 -4.43324 27.03356 -0.128 0.120 -0.076 0.2276
H 4.91643 -2.92462 27.63908 -0.198 0.147 -0.008 0.2078
H 5.87949 -4.00912 26.70076 -0.030 -0.039 -0.257 0.2361
H 4.80207 1.07523 26.41331 -0.381 0.091 -0.333 0.2517
H 5.81882 -0.15073 26.95563 -0.288 -0.741 0.165 0.2740
H 3.94595 -0.40865 26.88986 0.411 -0.413 -0.185 0.2561
```
Positions in Å, forces in eV/Å.

The calculation puts the total energy at -1933.9554 Eh. As for the net charge: +2. The value obtained for the HOMO energy is -0.578 Eh. Its spin multiplicity is 1. The value obtained for the energy above the lowest of the compared OMol25 structures with the same formula, charge and spin is 19.6 kcal/mol.

---

Molecular formula: C17H13N5O
Method: DFT, ωB97M-V with the def2-TZVPD basis set

Structure (XYZ):
```
36
Properties=species:S:1:pos:R:3:forces:R:3:nbo_charge:R:1
O -2.37069 1.18170 -1.55488 3.395 0.432 0.823 -0.3696
N -0.17939 -4.03344 1.00915 0.190 -0.561 -0.096 -0.4791
N -1.11590 -0.24102 -2.68642 2.805 2.433 0.641 -0.2595
N -0.11094 -0.96221 -0.69496 -0.825 1.915 -1.597 -0.4641
C 0.66699 -3.36925 1.75696 -0.071 -1.255 0.315 0.3688
C 2.24054 -1.53409 3.07030 -0.024 0.000 0.621 -0.2971
C 2.27464 -2.96633 3.51955 -1.049 1.250 -0.578 -0.1854
C 1.46594 -1.14575 1.94784 2.861 1.668 2.733 0.0403
C 1.44458 -3.88174 2.90342 1.000 2.144 -1.056 -0.0353
C -0.98407 -1.20758 -1.72562 1.971 2.145 1.712 0.3089
C 0.07580 -1.94427 0.12379 -0.584 -0.539 0.495 0.2982
C -1.53945 -2.38116 -2.01528 -0.557 -2.362 -0.179 -0.2782
C 0.74739 4.23502 -3.97934 -0.169 0.281 -0.724 -0.1760
C 0.43958 4.25304 -2.62676 0.810 0.832 -0.205 -0.2297
C 0.38635 3.17465 -4.81934 -0.752 0.210 5.150 -0.2081
C -1.23462 -3.43010 -1.20175 -1.596 -2.183 1.150 -0.1230
C -0.20880 3.22286 -2.05705 -1.817 -2.611 1.513 -0.1716
C -0.27592 2.05445 -4.15576 0.445 0.929 -2.311 -0.1769
C -0.52457 -3.15322 0.01020 -1.376 -3.424 -1.979 0.0567
C -0.63308 2.05536 -2.80796 2.394 2.875 -0.505 0.0716
N 0.81760 -2.07417 1.27854 0.021 -0.876 0.221 -0.3483
N -1.23623 0.94371 -2.15100 -5.741 -0.850 -2.177 0.3189
C 1.50514 -5.31808 3.24942 1.377 0.181 -0.162 -0.6384
H 2.83512 -0.86662 3.80837 -1.304 -0.632 -2.005 0.2351
H 2.88719 -3.25146 4.42867 -0.708 0.416 -1.356 0.2204
H 1.30337 -0.17152 1.44771 0.710 -0.246 1.003 0.2354
H -2.16063 -2.39469 -2.88960 -0.154 -0.541 -0.223 0.2316
H 1.22244 5.15166 -4.32766 0.082 -0.420 -0.450 0.2121
H 0.78487 5.09834 -2.01775 -0.323 -0.412 -0.228 0.2238
H 0.66369 3.31387 -5.80542 0.056 -0.713 -2.025 0.2237
H -1.73309 -4.44109 -1.44480 1.182 1.554 0.787 0.2305
H -0.41995 3.26741 -0.97170 0.019 -0.241 -0.763 0.2342
H -0.52373 1.30956 -4.90886 -0.241 -0.571 0.890 0.2387
H 0.64022 -5.83915 2.92368 -0.587 -0.717 -0.059 0.2435
H 2.45974 -5.80373 2.94494 -0.771 0.290 -0.761 0.2277
H 1.69338 -5.32563 4.29264 -0.671 -0.401 1.386 0.2201
```
Positions in Å, forces in eV/Å.

The calculation puts the total energy at -1004.4421 Eh. The value obtained for the HOMO energy is -0.276 Eh. Its SMILES is Cc1cccn2c1nc1ccc(/N=[N+](\[O-])c3ccccc3)nc12. Its spin multiplicity is 1. The value obtained for the energy above the lowest of the compared OMol25 structures with the same formula, charge and spin is 86.6 kcal/mol.